{"formula": "C4H6O", "method": "wB97M-V/def2-TZVPD", "relative_energy_kcal_mol": 63.2, "spin_multiplicity": 1, "total_energy_ev": -6289.1769, "homo_energy_ev": -8.3926, "homo_lumo_gap_ev": 9.21, "total_charge": 0, "elements": ["C", "C", "C", "O", "C", "H", "H", "H", "H", "H", "H"], "positions_angstrom": [[0.79952, -0.69479, -0.54093], [0.24687, -0.12232, 0.75210], [-0.64742, 0.96292, 0.18759], [-1.28881, 0.11531, -0.82941], [-0.59815, -0.99656, -1.05758], [1.50057, -1.52480, -0.43037], [1.21049, 0.03358, -1.26227], [0.86646, 0.01330, 1.63023], [-0.14174, 1.82661, -0.26986], [-1.43285, 1.31793, 0.85554], [-0.50078, -0.91388, 1.00391]], "nbo_charge": [-0.56, -0.44, -0.10, -0.49, 0.30, 0.23, 0.22, 0.23, 0.19, 0.20, 0.21]}



{"formula": "C4H10N2O2", "method": "wB97M-V/def2-TZVPD", "relative_energy_kcal_mol": 110.4, "spin_multiplicity": 1, "total_energy_ev": -11382.1167, "smiles": "CC1(C)[C@@H](N)ON1O", "homo_energy_ev": -8.8274, "homo_lumo_gap_ev": 9.70, "total_charge": 0, "elements": ["C", "C", "C", "C", "N", "O", "N", "O", "H", "H", "H", "H", "H", "H", "H", "H", "H", "H"], "positions_angstrom": [[0.69178, -1.44233, 0.10421], [-0.17354, -0.19392, 0.05919], [-1.33487, -0.26853, 1.03323], [0.55788, 1.17990, 0.06370], [1.98350, 1.25313, 0.08214], [0.03925, 1.44730, -1.23344], [-0.54183, 0.12205, -1.35418], [-1.92442, 0.22261, -1.53883], [0.07632, -2.31877, -0.08114], [1.15599, -1.53960, 1.08334], [1.46486, -1.40358, -0.65928], [-1.92681, -1.16119, 0.84662], [-1.98036, 0.59957, 0.92435], [-0.94851, -0.30024, 2.04959], [0.17109, 1.89025, 0.80723], [2.38758, 0.70028, -0.66418], [2.35378, 0.95321, 0.97416], [-2.05170, 0.25987, -2.49671]], "nbo_charge": [-0.61, 0.04, -0.62, 0.24, -0.83, -0.40, 0.09, -0.58, 0.22, 0.21, 0.22, 0.22, 0.23, 0.21, 0.16, 0.37, 0.36, 0.48]}



{"formula": "C15H12N4O", "method": "wB97M-V/def2-TZVPD", "relative_energy_kcal_mol": 0.0, "spin_multiplicity": 1, "total_energy_ev": -23757.0254, "smiles": "COc1ccc2c(CC#N)c(-c3ccncc3)[nH]c2n1", "homo_energy_ev": -8.4375, "homo_lumo_gap_ev": 8.25, "total_charge": 0, "elements": ["C", "O", "C", "C", "C", "C", "C", "C", "C", "N", "C", "C", "C", "C", "N", "C", "C", "N", "C", "N", "H", "H", "H", "H", "H", "H", "H", "H", "H", "H", "H", "H"], "positions_angstrom": [[-3.78852, -2.32897, 2.97194], [-2.60848, -1.85161, 3.64174], [-1.59173, -1.33586, 2.86735], [-0.61548, -0.66114, 3.53160], [0.45222, -0.08057, 2.81189], [0.41344, -0.07711, 1.42951], [1.10871, 0.55969, 0.28034], [2.31271, 1.52601, 0.37754], [3.46632, 0.74031, 0.85907], [4.32813, 0.06866, 1.26664], [0.48111, 0.18410, -0.89754], [0.61941, 0.60203, -2.28760], [0.42186, -0.23946, -3.41078], [0.49030, 0.23428, -4.72649], [0.81575, 1.50132, -5.00860], [1.03470, 2.32490, -3.94415], [0.88370, 1.92975, -2.61206], [-0.53627, -0.73432, -0.53476], [-0.60629, -0.85735, 0.84648], [-1.55706, -1.47999, 1.53458], [-4.16325, -1.57244, 2.23321], [-4.59663, -2.53001, 3.69663], [-3.55131, -3.24534, 2.51079], [-0.69223, -0.52454, 4.59659], [1.23441, 0.42450, 3.33635], [2.60638, 1.95166, -0.56473], [2.08743, 2.34237, 1.06813], [0.23283, -1.29351, -3.23810], [0.27503, -0.41381, -5.54339], [1.27953, 3.37280, -4.13370], [0.95156, 2.64107, -1.80605], [-1.18828, -1.17741, -1.15241]], "nbo_charge": [-0.25, -0.50, 0.51, -0.32, -0.11, -0.16, -0.05, -0.53, 0.29, -0.32, 0.21, -0.06, -0.24, 0.04, -0.40, 0.04, -0.24, -0.55, 0.38, -0.51, 0.19, 0.19, 0.19, 0.23, 0.22, 0.26, 0.25, 0.22, 0.20, 0.20, 0.22, 0.42]}



{"formula": "C6H10BNO2", "method": "wB97M-V/def2-TZVPD", "relative_energy_kcal_mol": 0.2, "spin_multiplicity": 3, "s_squared": 2.020, "total_energy_ev": -12642.8712, "homo_energy_ev": [-5.2334, -8.6061], "homo_lumo_gap_ev": [5.37, 6.77], "total_charge": 0, "elements": ["B", "C", "C", "C", "C", "C", "C", "N", "O", "O", "H", "H", "H", "H", "H", "H", "H", "H", "H", "H"], "positions_angstrom": [[-1.98289, 0.16432, -0.36292], [2.36385, 0.76636, -0.37482], [1.82898, -0.44364, -0.61601], [1.33128, 1.71893, 0.11826], [-0.46830, 0.51682, -0.71257], [0.39591, -0.80676, -0.32845], [0.19121, -1.04717, 1.23590], [0.11491, 1.63592, -0.17892], [-2.77410, -0.67266, -1.18545], [-2.33962, 0.49515, 0.86523], [3.32995, 1.15251, -0.64579], [2.56332, -1.10298, -1.23117], [1.78666, 2.54190, 0.60483], [-0.41344, 0.73305, -1.90814], [0.12594, -1.64560, -0.85821], [-0.73344, -1.51557, 1.37433], [0.11903, -0.10833, 1.78258], [1.07030, -1.61395, 1.62413], [-3.31865, -1.11829, -0.50718], [-3.19088, 0.35000, 1.30437]], "nbo_charge": [1.13, -0.29, -0.25, -0.12, -0.41, -0.23, -0.61, -0.17, -0.88, -0.90, 0.22, 0.21, 0.22, 0.22, 0.23, 0.20, 0.22, 0.22, 0.48, 0.51]}



{"formula": "C14H19FeN5O5S", "method": "wB97M-V/def2-TZVPD", "relative_energy_kcal_mol": 0.0, "spin_multiplicity": 2, "s_squared": 0.772, "total_energy_ev": -77732.5118, "homo_energy_ev": [-12.2739, -12.2751], "homo_lumo_gap_ev": [8.17, 8.21], "total_charge": 1, "elements": ["Fe", "O", "C", "C", "N", "C", "C", "O", "O", "C", "C", "O", "O", "H", "H", "H", "H", "H", "H", "H", "H", "H", "C", "C", "N", "N", "C", "N", "S", "C", "C", "C", "C", "C", "N", "H", "H", "H", "H", "H", "H", "H", "H", "H", "H"], "positions_angstrom": [[-0.29103, -0.06099, 0.69608], [-1.15563, -1.83455, 0.74097], [-2.59643, -1.65158, 0.83721], [-2.99029, -0.49936, -0.05983], [-2.10400, 0.65469, 0.23087], [-1.89847, 1.57595, -0.90103], [-0.50731, 2.20178, -0.72808], [-0.08407, 3.01981, -1.51081], [0.16607, 1.70948, 0.28620], [-2.56308, 1.42171, 1.42291], [-1.87773, 0.93673, 2.67937], [-2.26988, 1.18615, 3.78218], [-0.79869, 0.21975, 2.41149], [-0.93543, -2.29352, -0.09376], [-2.79284, -1.46835, 1.89079], [-3.10191, -2.56949, 0.54255], [-4.04145, -0.23446, 0.07627], [-2.83162, -0.78362, -1.09705], [-2.65523, 2.36025, -0.93828], [-1.94025, 1.02366, -1.83837], [-3.64577, 1.36006, 1.53402], [-2.29685, 2.47063, 1.30143], [3.20080, 0.62908, -1.63922], [2.20141, -0.02688, -0.75095], [0.99001, -0.26820, -1.09922], [0.62795, 0.12155, -2.36062], [-0.40567, -0.47580, -3.01895], [-0.81949, 0.22043, -4.09238], [-1.05899, -1.94453, -2.59720], [2.52122, -0.46383, 0.62241], [3.79762, -0.72198, 1.08092], [3.94682, -1.28482, 2.34219], [2.82185, -1.57032, 3.09473], [1.57348, -1.25583, 2.58081], [1.43758, -0.70639, 1.37563], [2.84548, 1.62556, -1.91712], [3.34082, 0.04794, -2.55317], [4.15841, 0.75814, -1.14660], [0.97318, 1.02025, -2.67576], [-0.55158, 1.17918, -4.25298], [-1.54366, -0.18166, -4.66292], [4.65776, -0.51757, 0.46144], [4.93433, -1.50487, 2.72403], [2.89758, -2.01474, 4.07618], [0.66496, -1.40944, 3.14361]], "nbo_charge": [1.26, -0.70, -0.09, -0.27, -0.39, -0.35, 0.78, -0.61, -0.70, -0.36, 0.77, -0.54, -0.68, 0.53, 0.22, 0.22, 0.23, 0.24, 0.24, 0.24, 0.24, 0.25, -0.70, 0.34, -0.27, -0.46, 0.28, -0.78, -0.25, 0.16, -0.20, -0.12, -0.22, 0.11, -0.44, 0.26, 0.26, 0.25, 0.42, 0.41, 0.43, 0.24, 0.24, 0.25, 0.25]}



{"formula": "C2H8NO", "method": "wB97M-V/def2-TZVPD", "relative_energy_kcal_mol": 49.0, "spin_multiplicity": 2, "s_squared": 0.751, "total_energy_ev": -5734.4274, "homo_energy_ev": [4.4009, 0.7351], "homo_lumo_gap_ev": [3.40, 6.90], "total_charge": -2, "elements": ["O", "H", "C", "N", "C", "H", "H", "H", "H", "H", "H", "H"], "positions_angstrom": [[0.39913, -0.75135, -2.71829], [0.86071, -1.44118, -2.47782], [0.08018, 1.00168, -0.45766], [-0.75309, 0.28103, 0.40431], [-0.22756, -0.35202, 1.67986], [0.53244, 0.12651, -1.13627], [-0.17624, 1.69766, -1.36672], [0.79335, 1.46242, 0.17596], [-1.15221, -0.44730, -0.11606], [-1.07267, -0.95360, 2.10595], [0.10081, 0.46610, 2.41780], [0.61516, -1.08996, 1.48893]], "nbo_charge": [-1.33, 0.38, -0.50, -0.71, -1.15, 0.28, 0.16, 0.15, 0.34, 0.13, 0.12, 0.13]}